Here is a single C3H5NO2 molecule from the Open Molecules 2025 dataset. Energies are from ωB97M-V/def2-TZVPD.

## Properties
Charge ... 0
Gap between HOMO and LUMO ... 10.7 eV
Lowest unoccupied orbital energy ... 0.8 eV
HOMO ... -9.94 eV
Energy above the lowest of the compared OMol25 structures with the same formula, charge and spin ... 25.2 kcal/mol
SMILES ... N=C1OCCO1

Last column: Löwdin charge in e.
Element x y z (Å)
N (-1.84492, -1.22223, -1.04707)  0.173
C (-0.91797, -0.55644, -0.52206)  -0.532
O (-1.10660, 0.23364, 0.56222)  0.020
C (0.17788, 0.52204, 1.10629)  -0.131
C (1.05844, 0.47369, -0.13299)  -0.130
O (0.38851, -0.51489, -0.91498)  0.013
H (-1.49901, -1.71926, -1.86350)  0.063
H (0.45300, -0.26632, 1.82053)  0.133
H (0.14228, 1.48644, 1.61670)  0.132
H (1.06836, 1.42151, -0.68309)  0.130
H (2.08002, 0.14182, 0.05797)  0.129

***

Here is 2 unconnected molecules or ions with the total composition C18H24N6O3 from the Open Molecules 2025 dataset. Energies are from ωB97M-V/def2-TZVPD.

## Properties
Charge ... 0
Gap between HOMO and LUMO ... 8.7 eV
Lowest unoccupied orbital energy ... 0.3 eV
HOMO ... -8.41 eV
Energy above the lowest of the compared OMol25 structures with the same formula, charge and spin ... 17.9 kcal/mol
SMILES ... Cc1ccn2c(-c3ccn[nH]3)c(C)nc2c1.CNC(=O)[C@H](CO)NC(C)=O

Last column: Löwdin charge in e.
Element x y z (Å)
C (3.54058, -2.17184, 2.55403)  -0.057
C (2.43524, -2.33468, 1.54739)  -0.252
C (2.25208, -3.62913, 0.86474)  -0.008
C (1.24000, -3.79476, -0.06340)  -0.004
N (0.38397, -2.72478, -0.33878)  0.055
C (-0.65553, -2.63679, -1.24325)  -0.101
C (-1.17557, -3.72114, -2.08100)  -0.200
C (-1.32298, -5.03254, -1.74864)  -0.043
C (-1.87654, -5.69124, -2.91256)  -0.152
N (-2.05005, -4.83261, -3.88982)  0.032
N (-1.62450, -3.63623, -3.38785)  0.019
C (-1.07063, -1.32425, -1.16741)  -0.227
C (-2.19354, -0.66987, -1.92337)  -0.012
N (-0.32932, -0.61776, -0.22408)  0.126
C (0.53932, -1.47850, 0.24473)  -0.251
C (1.59180, -1.27938, 1.23874)  0.065
H (4.50910, -2.36354, 2.08290)  0.086
H (3.40614, -2.87814, 3.37830)  0.085
H (3.55294, -1.15867, 2.96669)  0.079
H (2.92143, -4.45631, 1.08213)  0.109
H (1.11690, -4.73664, -0.58639)  0.115
H (-1.09882, -5.49838, -0.79606)  0.100
H (-2.11521, -6.74894, -2.97122)  0.101
H (-1.58397, -2.77584, -3.93462)  0.158
H (-1.79385, 0.10200, -2.58787)  0.088
H (-2.75150, -1.39450, -2.52024)  0.068
H (-2.88837, -0.20195, -1.22077)  0.073
H (1.70729, -0.31205, 1.71673)  0.115
C (1.40108, 4.79550, 2.79561)  -0.052
N (0.66755, 3.90143, 1.90227)  0.032
C (-0.60281, 4.08528, 1.52098)  -0.485
O (-1.25978, 5.06386, 1.86436)  0.049
C (-1.22850, 3.06364, 0.56125)  -0.194
C (-1.96829, 1.99072, 1.37142)  -0.188
O (-1.06460, 1.15311, 2.07041)  -0.066
N (-0.25571, 2.42360, -0.34500)  0.106
C (0.38630, 2.98687, -1.36718)  -0.560
C (0.12283, 4.43635, -1.72422)  0.014
O (1.18443, 2.33885, -2.02383)  0.026
H (0.79281, 5.01689, 3.67525)  0.087
H (2.33304, 4.32695, 3.11460)  0.083
H (1.62160, 5.73301, 2.28207)  0.085
H (1.12575, 3.06462, 1.57563)  0.131
H (-1.97171, 3.59694, -0.03106)  0.148
H (-2.63328, 2.47857, 2.08593)  0.130
H (-2.57265, 1.38185, 0.69760)  0.111
H (-0.90090, 0.36457, 1.53338)  0.039
H (-0.03924, 1.44873, -0.19030)  0.091
H (0.68428, 4.68397, -2.62403)  0.085
H (0.44972, 5.08112, -0.91132)  0.080
H (-0.93834, 4.58200, -1.91287)  0.082

***

Here is a molecular structure, C55H62BIrN5O3P2Si2 from the Open Molecules 2025 dataset. Energies are from ωB97M-V/def2-TZVPD.

## Properties
Charge ... -1
Gap between HOMO and LUMO (alpha / beta) ... 4.9 / 4.9 eV
Lowest unoccupied orbital energy (alpha / beta) ... 2.2 / 2.2 eV
HOMO (alpha / beta) ... -2.64 / -2.65 eV

Last column: Löwdin charge in e.
Element x y z (Å)
Ir (-0.85130, -0.25474, 0.68632)  0.871
C (-3.48606, 1.98930, -3.13000)  -0.177
Si (-2.65184, 0.64966, -2.09985)  0.304
C (-2.01142, -0.61439, -3.32534)  -0.171
C (-4.00088, -0.18793, -1.11527)  -0.182
N (-1.36944, 1.12850, -1.10478)  -0.296
P (-0.97682, 2.31566, -0.11362)  0.648
C (-0.01969, 1.69843, 1.12396)  -0.525
P (1.62585, 1.67163, 1.23169)  0.847
N (2.47213, 0.71273, 0.07756)  -0.057
Si (4.19441, 0.24280, -0.04745)  0.460
C (4.62293, 0.10983, -1.85956)  -0.147
C (5.43026, 1.48480, 0.58633)  -0.154
C (4.42211, -1.38793, 0.79307)  -0.144
C (2.44263, 3.28915, 1.10193)  -0.277
C (2.72959, 3.80772, -0.15784)  -0.095
C (3.34579, 5.04644, -0.28158)  -0.088
C (3.67474, 5.77775, 0.85250)  -0.093
C (3.36844, 5.27882, 2.10953)  -0.081
C (2.74478, 4.04005, 2.23277)  -0.077
C (2.10495, 0.92129, 2.80382)  -0.246
C (1.21811, -0.10964, 3.34015)  -0.255
C (1.66367, -1.16119, 5.54359)  -0.245
C (3.13787, -0.83312, 5.33651)  -0.029
C (3.73211, 0.08090, 4.54239)  -0.063
C (3.27919, 0.97498, 3.43155)  -0.095
C (-0.40845, 3.81576, -1.00281)  -0.267
C (-0.07756, 4.95782, -0.27378)  -0.088
C (0.30239, 6.12206, -0.92593)  -0.093
C (0.36363, 6.15300, -2.31556)  -0.098
C (0.03853, 5.02010, -3.04859)  -0.077
C (-0.35057, 3.85535, -2.39070)  -0.092
C (-2.44649, 3.03859, 0.71787)  -0.266
C (-2.56653, 3.01540, 2.10165)  -0.087
C (-3.67651, 3.57449, 2.72740)  -0.084
C (-4.67523, 4.17255, 1.97238)  -0.104
C (-4.56122, 4.21176, 0.58743)  -0.090
C (-3.45047, 3.65300, -0.03218)  -0.085
H (-3.78484, 1.54610, -4.08704)  0.027
H (-2.83580, 2.84295, -3.35065)  0.010
H (-4.38597, 2.36807, -2.63746)  0.018
H (-2.82898, -1.26054, -3.67063)  0.028
H (-1.24278, -1.24483, -2.85507)  0.030
H (-1.56195, -0.14205, -4.20872)  0.008
H (-4.70753, -0.72602, -1.76401)  0.025
H (-4.56666, 0.53627, -0.51451)  0.027
H (-3.53885, -0.89810, -0.41790)  -0.005
H (4.23849, 0.97658, -2.41343)  0.049
H (4.22143, -0.79134, -2.32757)  0.040
H (5.71089, 0.09975, -1.97409)  0.037
H (5.27802, 2.47241, 0.14043)  0.032
H (6.42036, 1.12090, 0.28208)  0.038
H (5.45071, 1.60245, 1.66843)  0.013
H (3.78812, -2.13831, 0.30854)  0.031
H (4.13439, -1.32459, 1.84841)  0.030
H (5.46234, -1.72856, 0.74118)  0.039
H (2.47975, 3.23745, -1.04751)  0.110
H (3.55962, 5.44223, -1.26719)  0.106
H (4.16550, 6.73978, 0.75570)  0.098
H (3.61543, 5.84982, 2.99688)  0.099
H (2.49622, 3.65287, 3.21408)  0.104
H (1.50156, -1.11321, 3.02014)  0.151
H (1.48461, -1.03790, 6.62094)  0.143
H (3.81487, -1.38171, 5.99059)  0.104
H (4.80599, 0.15372, 4.70143)  0.090
H (4.03419, 1.67298, 3.09199)  0.073
H (-0.12456, 4.92812, 0.81074)  0.119
H (0.55916, 7.00444, -0.35189)  0.103
H (0.66536, 7.06107, -2.82560)  0.096
H (0.08261, 5.04521, -4.13136)  0.098
H (-0.60312, 2.95577, -2.94482)  0.058
H (-1.77227, 2.55249, 2.67490)  0.074
H (-3.75709, 3.54523, 3.80793)  0.098
H (-5.53582, 4.61523, 2.46017)  0.094
H (-5.33306, 4.68508, -0.00876)  0.097
H (-3.36068, 3.70192, -1.11250)  0.086
C (-2.05059, -0.80451, 2.37293)  -0.217
C (-0.99882, -1.20776, 3.24611)  -0.294
C (-0.65946, -2.54524, 3.51551)  -0.109
C (0.34673, -3.08612, 4.34194)  -0.073
C (1.33867, -2.60003, 5.17954)  -0.222
C (0.93043, -0.09931, 4.79048)  -0.145
C (-0.19452, -0.08134, 3.78836)  -0.145
C (2.12746, -3.57098, 5.88204)  -0.273
N (2.77123, -4.35469, 6.44328)  0.091
H (-2.55489, 0.12832, 2.62038)  0.046
H (-2.74829, -1.60368, 2.11215)  0.055
H (-1.27046, -3.28649, 3.00717)  0.093
H (0.33257, -4.17281, 4.33390)  0.106
H (1.05498, 0.87200, 5.26055)  0.155
H (-0.70114, 0.87194, 3.73371)  0.120
O (1.62756, -0.90376, -1.66372)  0.156
B (1.72891, 0.38981, -1.10812)  -0.844
O (1.23248, 1.33685, -2.02265)  0.137
C (0.85475, 0.62502, -3.12863)  -0.207
C (0.37524, 1.09785, -4.32364)  -0.009
C (0.12691, 0.15054, -5.32182)  -0.118
C (0.36430, -1.20289, -5.10787)  -0.103
C (0.86610, -1.66571, -3.88651)  -0.008
C (1.09563, -0.72360, -2.91711)  -0.211
H (0.19523, 2.15548, -4.47857)  0.112
H (-0.25296, 0.48147, -6.28053)  0.108
H (0.16746, -1.91110, -5.90261)  0.103
H (1.06662, -2.71522, -3.70563)  0.123
C (-2.91750, -4.10543, -3.48199)  -0.077
C (-1.91640, -5.02470, -2.79581)  -0.203
N (-2.49267, -5.74860, -1.66436)  -0.054
C (-3.45817, -6.80257, -1.97660)  -0.208
C (-4.89146, -6.41479, -1.63596)  -0.072
C (-2.07860, -5.67274, -0.36854)  -0.411
O (-2.48990, -6.45493, 0.47623)  0.063
C (-1.09742, -4.60143, 0.01623)  -0.129
C (0.02630, -4.95629, 0.71396)  -0.005
C (0.96132, -3.97042, 1.02228)  -0.033
C (0.71332, -2.67127, 0.63726)  -0.142
N (-0.43596, -2.28923, 0.05713)  -0.059
C (-1.30726, -3.24826, -0.26210)  -0.077
H (-2.42006, -3.49361, -4.23822)  0.066
H (-3.38083, -3.43084, -2.75865)  0.067
H (-3.71007, -4.67816, -3.97224)  0.070
H (-1.05531, -4.45670, -2.45625)  0.105
H (-1.54730, -5.76383, -3.51200)  0.117
H (-3.18511, -7.69094, -1.41144)  0.114
H (-3.35956, -7.02710, -3.03994)  0.113
H (-4.98330, -6.24669, -0.56220)  0.075
H (-5.58057, -7.21544, -1.91972)  0.072
H (-5.18845, -5.50254, -2.15828)  0.064
H (0.16696, -5.98922, 1.01389)  0.126
H (1.86920, -4.20249, 1.56320)  0.116
H (1.44562, -1.88756, 0.77397)  0.087
H (-2.22224, -2.91136, -0.73995)  0.112

***

Here is a single C4H12N2S molecule from the Open Molecules 2025 dataset. Energies are from ωB97M-V/def2-TZVPD.

## Properties
Charge ... 0
Gap between HOMO and LUMO ... 9.3 eV
Lowest unoccupied orbital energy ... 1.0 eV
HOMO ... -8.33 eV
Energy above the lowest of the compared OMol25 structures with the same formula, charge and spin ... 15.2 kcal/mol
SMILES ... NCNCCCS

Last column: Löwdin charge in e.
Element x y z (Å)
N (2.48511, -1.99857, -0.61432)  0.012
C (1.60253, -0.85434, -0.72803)  -0.357
N (0.37284, -1.05944, -1.43148)  -0.080
C (-0.66753, -0.05616, -1.29801)  -0.242
C (-1.58567, -0.22216, -0.05932)  -0.251
C (-1.04084, 0.30852, 1.26762)  -0.597
S (-0.78550, 2.08675, 1.36895)  0.716
H (1.96291, -2.83260, -0.37038)  0.063
H (2.91692, -2.13209, -1.52332)  0.066
H (1.52063, -0.38982, 0.25085)  0.090
H (2.16323, -0.05990, -1.25583)  0.119
H (0.06258, -1.98470, -1.66722)  0.104
H (-0.11252, 0.87989, -1.23048)  0.089
H (-1.33106, -0.06024, -2.16620)  0.112
H (-2.44555, 0.40268, -0.26584)  0.091
H (-1.81517, -1.28603, -0.08206)  0.107
H (-1.79982, 0.10158, 2.01622)  0.059
H (-0.14472, -0.23064, 1.60039)  0.060
H (0.24346, 2.14412, 0.51534)  -0.160

***

Here is 2 unconnected molecules or ions with the total composition C6H7Cl3N2O3 from the Open Molecules 2025 dataset. Energies are from ωB97M-V/def2-TZVPD.

## Properties
Charge ... 0
Gap between HOMO and LUMO ... 9.2 eV
Lowest unoccupied orbital energy ... 0.4 eV
HOMO ... -8.85 eV
Energy above the lowest of the compared OMol25 structures with the same formula, charge and spin ... 94.1 kcal/mol
SMILES ... O=[N+]([O-])/C=C1\NCCO1.ClC=C(Cl)Cl

Last column: Löwdin charge in e.
Element x y z (Å)
O (-3.40465, 2.30697, 1.04028)  0.032
N (-2.41984, 1.95012, 0.41980)  -0.454
O (-2.19430, 2.42551, -0.68054)  0.010
C (-1.52431, 1.10507, 0.95765)  -0.042
C (-0.38532, 0.75352, 0.25390)  -0.334
N (0.03752, 1.11921, -0.94411)  0.100
C (1.17244, 0.31265, -1.36899)  -0.121
C (1.54897, -0.33474, -0.05843)  -0.159
O (0.55970, -0.03089, 0.87510)  -0.008
H (-1.83154, 0.63221, 1.90976)  0.150
H (-0.56883, 1.74742, -1.49872)  0.157
H (1.90804, 1.02559, -1.83781)  0.143
H (0.96513, -0.39156, -2.09693)  0.087
H (1.63222, -1.43642, -0.12466)  0.136
H (2.43641, 0.20805, 0.44064)  0.159
Cl (-2.07187, -1.51691, -0.87369)  0.714
C (-3.19423, -1.18474, 0.33671)  -0.713
C (-4.34538, -0.55258, 0.05676)  -1.182
Cl (-5.49662, -0.36119, 1.37628)  0.612
Cl (-4.89288, -0.09148, -1.53262)  0.631
H (-2.89029, -1.48586, 1.33705)  0.079

***

Here is a molecular structure, C21H12F5IrN3O3S2Se from the Open Molecules 2025 dataset. Energies are from ωB97M-V/def2-TZVPD.

## Properties
Charge ... +2
Gap between HOMO and LUMO (alpha / beta) ... 4.8 / 5.0 eV
2S+1 ... 2
Lowest unoccupied orbital energy (alpha / beta) ... -9.9 / -9.9 eV
HOMO (alpha / beta) ... -14.71 / -14.91 eV

Last column: Löwdin spin population.
Element x y z (Å)
Ir (0.52220, 0.81930, 0.05320)  0.564
F (0.52130, -5.30440, -3.35930)  0.003
C (0.95090, -4.16990, -2.86330)  0.008
C (0.06930, -3.34830, -2.13890)  0.000
F (-1.18610, -3.70830, -1.94440)  0.000
C (0.52350, -2.14150, -1.64170)  0.005
F (-0.33710, -1.33670, -0.96360)  -0.010
C (1.84130, -1.69540, -1.82140)  0.015
S (2.39850, -0.16680, -1.23350)  0.151
C (2.71690, -2.54910, -2.53080)  0.008
F (3.96740, -2.17090, -2.69610)  0.004
C (2.28030, -3.76610, -3.05460)  -0.001
F (3.10790, -4.53370, -3.72930)  -0.001
C (-1.64920, 3.58670, 2.05790)  0.001
N (-2.55160, 2.57390, 1.58120)  0.011
C (-2.56200, 1.98960, 0.37220)  0.008
Se (-1.29210, 2.14430, -1.01340)  0.064
N (-3.67340, 1.23800, 0.25170)  0.005
C (-4.38730, 1.28880, 1.42440)  0.009
C (-5.56630, 0.67900, 1.83270)  0.000
C (-5.97660, 0.93380, 3.12660)  0.007
C (-5.24950, 1.77450, 3.98410)  0.005
C (-4.08930, 2.40320, 3.57900)  0.002
C (-3.65930, 2.14430, 2.28070)  0.007
H (-0.81840, 3.73960, 1.37100)  0.000
H (-1.23970, 3.32250, 3.03250)  0.000
H (-2.18370, 4.53260, 2.16840)  0.000
H (-3.93810, 0.71740, -0.57390)  0.000
H (-6.12860, 0.03620, 1.17420)  0.000
H (-6.88410, 0.47570, 3.49020)  0.000
H (-5.61330, 1.93460, 4.98810)  0.000
H (-3.54330, 3.06240, 4.23310)  0.000
O (1.26430, 4.08230, 2.68050)  0.002
S (1.92300, 2.84140, 2.92980)  0.002
O (3.32270, 2.70630, 2.77520)  0.003
N (1.13230, 1.69300, 1.95070)  0.025
C (0.48580, 0.78510, 2.66540)  0.015
O (-0.20450, -0.06970, 2.05880)  0.068
C (0.60100, 0.94970, 4.11510)  0.004
C (0.07150, 0.12060, 5.09820)  0.004
C (0.25350, 0.48570, 6.42370)  0.000
C (0.93010, 1.65160, 6.75260)  0.007
C (1.49410, 2.46740, 5.76720)  0.000
C (1.32170, 2.08600, 4.46120)  0.005
H (-0.45200, -0.77810, 4.81170)  0.000
H (-0.13720, -0.14730, 7.20870)  0.000
H (1.03030, 1.93840, 7.78800)  0.000
H (2.04330, 3.35720, 6.02970)  0.000

***

Here is 2 unconnected molecules or ions with the total composition C8H8N2 from the Open Molecules 2025 dataset. Energies are from ωB97M-V/def2-TZVPD.

## Properties
Charge ... 0
Gap between HOMO and LUMO (alpha / beta) ... 8.5 / 8.5 eV
Lowest unoccupied orbital energy (alpha / beta) ... -0.8 / -0.8 eV
HOMO (alpha / beta) ... -9.28 / -9.28 eV
Energy above the lowest of the compared OMol25 structures with the same formula, charge and spin ... 130.9 kcal/mol
SMILES ... C=NC#CC#N.CC#CC

Last column: Löwdin charge in e.
Element x y z (Å)
C (1.47089, 1.05838, -1.87537)  0.037
N (1.67141, 2.08303, -1.16767)  0.039
C (1.04256, 2.54538, -0.14118)  -0.129
C (0.67196, 3.21476, 0.81309)  -0.001
C (0.07482, 3.84343, 1.84771)  -0.264
N (-0.44636, 4.37993, 2.72593)  0.151
H (2.15069, 0.88942, -2.70064)  0.080
H (0.66703, 0.34081, -1.71523)  0.074
C (-2.31965, -0.28552, -0.44504)  -0.103
C (-1.07880, -0.27319, 0.29762)  -0.117
C (-0.05596, -0.24211, 0.92049)  -0.123
C (1.16991, -0.27048, 1.69354)  -0.099
H (-2.81253, -1.24906, -0.32068)  0.079
H (-2.13608, -0.10887, -1.50486)  0.072
H (-2.97752, 0.49693, -0.06700)  0.081
H (0.94951, -0.08093, 2.74320)  0.084
H (1.64259, -1.24893, 1.60795)  0.079
H (1.86666, 0.49202, 1.34274)  0.061